(1)
Molecular formula: C3H10N3S
Method: DFT, ωB97M-V with the def2-TZVPD basis set

The maximum force is 5.43 eV/Å. As for the charge: +1. The value obtained for the energy above the lowest of the compared OMol25 structures with the same formula, charge and spin is 580.1 kJ/mol.

CARTESIAN COORDINATES (ANGSTROEM)
C 1.708 -1.395 0.617
C -0.481 -1.108 0.933
C -2.099 2.309 -1.838
N 0.376 -1.915 0.242
N 1.440 0.006 1.179
N 0.209 0.381 0.726
S 0.195 1.022 -0.926
H 2.273 -2.109 1.231
H 2.277 -1.252 -0.372
H -1.426 -1.162 0.545
H -0.439 -1.340 2.032
H -2.889 2.091 -1.240
H -2.078 1.696 -2.743
H -1.383 3.188 -1.806
H 0.175 -1.963 -0.750
H 2.268 0.487 0.772
H -0.124 1.065 1.396

=====

(2)
Molecular formula: C4H11NO
Method: DFT, ωB97M-V with the def2-TZVPD basis set

The maximum force is 0.56 eV/Å. The value obtained for the energy above the lowest of the compared OMol25 structures with the same formula, charge and spin is 89.4 kJ/mol. As for the SMILES: NCCCCO.

CARTESIAN COORDINATES (ANGSTROEM)
N -1.429 -1.545 -1.718
C -0.858 -0.209 -1.572
C -0.910 0.270 -0.121
C 0.165 -0.373 0.759
C 1.452 0.420 0.802
O 1.309 1.451 1.781
H -0.939 -2.243 -1.173
H -1.446 -1.847 -2.680
H -1.423 0.473 -2.198
H 0.194 -0.149 -1.911
H -0.812 1.363 -0.127
H -1.911 0.059 0.263
H -0.203 -0.500 1.777
H 0.346 -1.384 0.389
H 2.304 -0.218 1.061
H 1.635 0.871 -0.182
H 2.167 1.878 1.869

=====

(3)
Molecular formula: C8H8O3
Method: DFT, ωB97M-V with the def2-TZVPD basis set

The maximum force is 9.72 eV/Å. The value obtained for the energy above the lowest of the compared OMol25 structures with the same formula, charge and spin is 547.1 kJ/mol.

CARTESIAN COORDINATES (ANGSTROEM)
C -0.127 1.817 2.259
C -0.987 1.440 1.094
C -0.422 0.485 0.246
C 1.003 0.077 0.242
C 1.604 -0.753 -0.584
C 0.818 -1.413 -1.503
C -0.499 -1.174 -1.518
C -1.193 -0.255 -0.677
H 0.824 2.562 2.215
H -0.648 2.558 3.088
H 0.375 0.768 3.080
H 1.482 0.607 0.877
H 2.607 -1.045 -0.827
H 2.462 -2.517 -2.233
H -1.038 -1.978 -2.269
H -3.020 -0.703 -1.445
O -2.008 1.908 1.052
O 1.305 -2.339 -2.399
O -2.536 -0.047 -0.698

=====

(4)
Molecular formula: C6H8
Method: DFT, ωB97M-V with the def2-TZVPD basis set

The maximum force is 3.89 eV/Å. The value obtained for the energy above the lowest of the compared OMol25 structures with the same formula, charge and spin is 220.7 kJ/mol.

CARTESIAN COORDINATES (ANGSTROEM)
C -0.877 -0.016 0.898
C -0.336 1.065 -0.096
C 1.013 0.653 0.598
C 0.412 -0.775 0.595
C 0.144 -1.048 -0.872
C -0.367 0.034 -1.428
H -0.804 0.395 2.011
H -1.861 -0.431 0.755
H -0.730 2.033 -0.258
H 1.842 0.753 -0.096
H 1.120 0.964 1.662
H 0.622 -1.576 1.348
H 0.577 -1.973 -1.215
H -0.697 0.358 -2.379

=====

(5)
Molecular formula: C3H9NS
Method: DFT, ωB97M-V with the def2-TZVPD basis set

The maximum force is 2.64 eV/Å. The value obtained for the energy above the lowest of the compared OMol25 structures with the same formula, charge and spin is 156.6 kJ/mol. As for the SMILES: C=N.CCS.

CARTESIAN COORDINATES (ANGSTROEM)
C -2.373 1.893 1.430
N -3.522 1.471 1.100
H -2.125 2.266 2.428
H -1.656 2.073 0.634
H -4.187 1.771 1.819
C 0.912 -0.743 0.045
C 1.438 -1.218 -1.308
S 3.238 -1.511 -1.219
H 1.592 0.035 0.405
H 1.232 -1.526 0.752
H -0.148 -0.568 0.173
H 1.425 -0.371 -1.996
H 0.793 -1.995 -1.715
H 3.382 -1.577 -2.548

=====

(6)
Molecular formula: C15H32N4O3P2Ti
Method: DFT, ωB97M-V with the def2-TZVPD basis set

The maximum force is 0.53 eV/Å. As for the charge: +4. As for the total energy: -2566.30703 hartree.

CARTESIAN COORDINATES (ANGSTROEM)
Ti -0.285 0.661 -1.375
C -3.106 -0.891 -3.196
C -1.915 0.001 -3.253
C -2.012 1.389 -2.980
C -0.915 2.254 -3.138
C 0.335 1.734 -3.502
C 0.464 0.348 -3.746
C -0.639 -0.501 -3.614
H -3.478 -1.005 -4.224
H -3.925 -0.467 -2.617
H -2.861 -1.896 -2.850
H -2.970 1.801 -2.678
H -1.025 3.316 -2.936
H 1.198 2.388 -3.587
H 1.432 -0.064 -4.014
H -0.514 -1.566 -3.783
C 3.464 0.284 -0.566
N 2.960 -0.790 0.315
C 4.018 -1.375 1.199
P 1.439 -1.148 0.554
O 0.655 -0.781 -0.822
O 0.631 -0.116 1.575
P -0.214 1.165 1.236
O 0.349 1.831 -0.071
N -0.370 2.111 2.469
C -0.445 1.593 3.873
C -0.496 3.598 2.349
N -1.604 0.525 0.377
C -2.172 -0.802 0.783
C -2.708 1.560 0.371
N 1.110 -2.591 1.097
C 1.708 -3.751 0.367
C 0.503 -2.952 2.405
H 4.395 -0.059 -1.015
H 3.659 1.191 0.005
H 2.760 0.493 -1.371
H 4.778 -1.823 0.562
H 3.597 -2.134 1.852
H 4.457 -0.582 1.802
H -0.361 0.509 3.897
H -1.397 1.896 4.305
H 0.375 2.032 4.439
H -0.368 3.918 1.318
H 0.288 4.044 2.958
H -1.472 3.901 2.723
H -1.405 -1.571 0.780
H -2.957 -1.070 0.077
H -2.620 -0.721 1.775
H -2.331 2.533 0.054
H -3.126 1.647 1.375
H -3.493 1.222 -0.302
H 2.112 -3.440 -0.596
H 0.926 -4.489 0.204
H 2.502 -4.195 0.966
H 0.034 -2.093 2.875
H 1.277 -3.343 3.065
H -0.241 -3.728 2.232